Here is a cluster of 2 separate species, C25H28FN3O5 in total at a distorted geometry from the OMol25 dataset. Energies are from ωB97M-V/def2-TZVPD.

**SMILES string**: O=C(Nc1cccc(F)c1)c1coc2ccccc2c1=O.CNC(=O)[C@H](CC(C)C)NC(C)=O
**LUMO**: -0.4 eV
**Net charge**: 0
**Energy above the lowest of the compared OMol25 structures with the same formula, charge and spin**: 87.0 kJ/mol
**M**: 469.51 g mol⁻¹
**Kohn-Sham gap**: 8.022 eV
**Calculated total energy**: -43805.8128 eV

Each atom is followed by the atoms it is bonded to, with distances in Å.
Element x y z (Å)
1 H -2.18108 4.67083 3.93538  C30 1.090
2 C -8.21380 4.02672 0.96652  H23 1.088, C24 1.510, H31 1.088, H56 1.089
3 H -0.75185 3.04794 1.83933  C60 1.090
4 C 3.69103 -0.55047 -0.42483  N11 1.398, C35 1.404, C47 1.400
5 H 5.06659 -1.28160 -1.78506  N11 1.019
6 H -1.01356 3.36135 4.22419  C30 1.090
7 H 5.89277 -7.53761 -4.96985  C8 1.085
8 C 6.18141 -6.49496 -5.05677  H7 1.085, C41 1.399, C62 1.398
9 H -7.35378 0.47485 2.94240  C13 1.091
10 C 4.04536 -2.91927 -1.20645  N11 1.382, C29 1.463, O43 1.224
11 N 4.31161 -1.56437 -1.16143  C4 1.398, H5 1.019, C10 1.382
12 C 6.11537 -4.23245 -4.19895  C15 1.461, C41 1.405, C54 1.407
13 C -6.38163 0.38511 3.42961  H9 1.091, H32 1.092, N36 1.465, H37 1.091
14 C 2.54318 1.61845 0.94654  H42 1.085, C49 1.396, C52 1.397
15 C 5.63660 -3.30072 -3.18027  C12 1.461, O25 1.228, C29 1.454
16 H 1.81063 -1.54798 0.02115  C35 1.084
17 C 4.41885 -5.14543 -2.17844  C29 1.383, O58 1.379, H61 1.090
18 H -4.61853 2.88498 3.67801  C39 1.089
19 O -6.00104 4.73383 0.49134  C24 1.223
20 H 5.38180 0.75560 -0.70769  C47 1.085
21 H -4.37248 2.69789 0.65189  C57 1.092
22 O -3.75124 0.32712 0.96506  C40 1.222
23 H -8.65046 3.23218 0.36494  C2 1.088
24 C -6.71202 3.86857 0.98235  C2 1.510, O19 1.223, N45 1.333
25 O 6.02696 -2.13590 -3.18260  C15 1.228
26 C 7.34921 -4.73628 -6.23346  C54 1.398, H59 1.086, C62 1.397
27 H -6.91288 2.09853 1.90879  N45 1.005
28 H -2.60620 3.30702 4.99525  C30 1.090
29 C 4.70552 -3.79209 -2.17689  C10 1.463, C15 1.454, C17 1.383
30 C -2.06930 3.59777 4.09279  H1 1.090, H6 1.090, H28 1.090, C38 1.530
31 H -8.59499 3.98100 1.98428  C2 1.088
32 H -6.44263 -0.40760 4.17792  C13 1.092
33 H -4.24583 4.20276 2.57447  C39 1.091
34 H 4.37988 2.66445 0.51270  C52 1.087
35 C 2.40204 -0.64565 0.12292  C4 1.404, H16 1.084, C49 1.396
36 N -5.35444 0.04403 2.44299  C13 1.465, C40 1.341, H46 1.010
37 H -6.13758 1.31629 3.94206  C13 1.091
38 C -2.62117 2.82842 2.89149  C30 1.530, C39 1.541, H44 1.089, C60 1.530
39 C -4.12499 3.13074 2.73896  H18 1.089, H33 1.091, C38 1.541, C57 1.545
40 C -4.60912 0.84340 1.66645  O22 1.222, N36 1.341, C57 1.547
41 C 5.74059 -5.58193 -4.09299  C8 1.399, C12 1.405, O58 1.374
42 H 2.09105 2.44950 1.47776  C14 1.085
43 O 3.24727 -3.43928 -0.43785  C10 1.224
44 H -2.48132 1.76524 3.08231  C38 1.089
45 N -6.24401 2.75773 1.55121  C24 1.333, H27 1.005, C57 1.469
46 H -5.11236 -0.93227 2.35114  N36 1.010
47 C 4.38878 0.65494 -0.28229  C4 1.400, H20 1.085, C52 1.399
48 H -1.96885 4.27907 1.42212  C60 1.090
49 C 1.82682 0.42866 0.80490  C14 1.396, C35 1.396, F51 1.352
50 H 7.31174 -6.79692 -6.87205  C62 1.087
51 F 0.58031 0.32293 1.31831  C49 1.352
52 C 3.82560 1.73612 0.40443  C14 1.397, H34 1.087, C47 1.399
53 H 7.21704 -2.77090 -5.36110  C54 1.088
54 C 6.92320 -3.81493 -5.27208  C12 1.407, C26 1.398, H53 1.088
55 H -2.10836 2.61639 0.80330  C60 1.090
56 H -8.45910 4.99284 0.52704  C2 1.089
57 C -4.82699 2.37288 1.58981  H21 1.092, C39 1.545, C40 1.547, N45 1.469
58 O 4.94573 -6.05093 -3.07490  C17 1.379, C41 1.374
59 H 7.96861 -4.40609 -7.06256  C26 1.086
60 C -1.81102 3.22629 1.65620  H3 1.090, C38 1.530, H48 1.090, H55 1.090
61 H 3.72732 -5.53767 -1.43323  C17 1.090
62 C 6.97976 -6.07919 -6.12663  C8 1.398, C26 1.397, H50 1.087